1.
Molecular formula: C44H56O23
Method: DFT, the ωB97M-V functional and the def2-TZVPD basis

```
123
Properties=species:S:1:pos:R:3:forces:R:3
C 0.3695 -5.6108 3.2420 -0.271 0.871 1.029
C 0.0301 -4.3031 3.0345 -0.609 -1.817 -0.108
C 0.8762 -3.1396 3.3750 -0.960 -0.179 -0.265
O 0.6107 -1.9794 3.0857 0.176 -1.056 0.193
C 2.0449 -3.5470 4.1149 1.250 -0.453 1.017
C 2.3607 -4.8206 4.4394 0.823 0.575 -0.312
C 1.5484 -6.0242 4.0864 -0.400 0.629 -0.647
O 1.7393 -7.1761 4.4493 0.023 1.509 -0.386
H -0.3050 -6.4452 3.1185 -0.418 0.185 -0.551
H -0.9757 -4.0960 2.7000 0.011 0.112 -0.417
H 2.6750 -2.7233 4.4163 0.411 -0.040 -0.038
H 3.3563 -4.9786 4.8269 -0.037 -0.212 0.545
C 1.9008 -3.8299 -0.6873 1.475 1.268 0.954
C 2.9226 -3.0246 -0.2699 -0.628 -0.507 0.268
C 3.8744 -3.4186 0.8642 0.685 2.002 -0.328
O 4.7333 -2.6834 1.4164 -2.641 -2.071 -1.803
C 3.6837 -4.8247 1.2262 0.613 -0.485 0.931
C 2.6498 -5.5913 0.8768 0.163 -0.246 0.555
C 1.5787 -5.1039 0.0168 -1.569 0.188 -1.507
O 0.4991 -5.6803 -0.1594 1.671 0.658 0.458
H 1.3020 -3.4302 -1.4923 -0.441 -0.390 0.012
H 2.9831 -2.0544 -0.7404 0.379 0.120 0.119
H 4.4723 -5.1630 1.8820 -0.030 -0.418 0.173
H 2.5115 -6.5961 1.2479 0.197 -0.157 0.086
C -4.1603 -4.3100 -0.3404 0.646 -1.667 -1.527
C -3.6075 -5.1750 0.5162 0.495 0.743 0.413
C -3.5382 -4.9054 1.9834 -1.921 2.116 -1.911
O -3.0608 -5.6451 2.7661 1.296 -1.694 1.804
C -4.1492 -3.5847 2.3538 -0.329 0.700 -1.740
C -4.7757 -2.8294 1.4050 0.089 0.651 2.743
C -4.9099 -3.1108 -0.0047 -1.460 1.557 -2.184
O -5.5446 -2.3738 -0.8281 2.177 -2.441 2.719
H -3.9766 -4.5862 -1.3682 -0.438 0.401 -0.410
H -2.9858 -5.9828 0.1593 -0.181 -0.272 -0.061
H -4.0129 -3.1799 3.3458 -0.159 -0.206 0.204
H -5.1937 -1.8941 1.7466 -0.113 0.236 -0.043
C 4.1001 0.4336 0.0220 -1.046 -0.095 0.870
C 4.1959 0.4983 -1.2950 -0.886 -1.033 0.406
C 5.3925 0.9356 -1.9744 -1.137 -0.399 -1.256
O 5.4120 0.9715 -3.1859 0.321 0.105 -0.740
C 6.4729 1.3330 -1.1546 1.582 1.199 1.703
C 6.3825 1.3279 0.1814 0.477 -0.333 0.007
C 5.1886 0.8159 0.9008 0.614 0.644 4.883
O 5.1379 0.7931 2.2023 0.145 -0.003 -5.618
H 3.1601 0.1467 0.4698 -0.020 -0.209 0.199
H 3.3727 0.0825 -1.8570 -0.084 0.385 -0.413
H 7.3414 1.7911 -1.6043 0.101 -0.225 -0.288
H 7.2401 1.6642 0.7453 -0.150 0.062 0.357
C -2.0015 2.9853 -5.1901 -0.599 1.803 -0.440
C -2.4516 3.6124 -6.5853 1.782 -1.251 2.192
O -2.2135 2.6570 -7.6229 0.864 -1.115 -1.855
C -0.9861 2.1248 -8.0487 -2.562 -3.069 -1.204
O -0.9140 1.1828 -8.8783 -0.356 3.624 2.523
O -0.0031 2.5872 -7.3461 -1.272 1.576 1.170
C 1.2823 2.1769 -7.5809 1.586 -0.725 -1.589
H -2.3890 3.5823 -4.3645 -0.816 0.203 -0.073
H -0.9503 3.1777 -4.9758 0.242 -1.065 -0.606
H -2.4290 1.9898 -5.0702 0.663 -0.146 -0.109
H -1.8775 4.5231 -6.7561 -0.280 0.106 -0.137
H -3.5254 3.7805 -6.5025 0.159 0.006 -0.680
H 1.5112 2.2895 -8.6406 0.276 0.775 -0.095
H 1.4058 1.0945 -7.5477 -0.017 -0.095 1.103
H 1.8889 2.8118 -6.9350 0.310 -0.599 -0.159
C 5.8700 4.4476 2.5084 0.756 -0.563 0.633
C 4.7777 5.3095 1.9054 0.897 -0.449 1.213
O 4.5189 4.8148 0.6015 -2.574 -0.932 -0.631
C 3.3415 4.0409 0.4360 0.835 -0.284 1.296
O 2.6498 3.4916 1.2652 0.892 1.156 0.161
O 3.1593 3.9141 -0.8390 1.373 1.020 -2.201
C 2.0462 3.2884 -1.4327 -1.080 -0.500 0.833
H 5.5300 3.4283 2.6915 -0.007 -0.083 -0.283
H 6.3229 4.7561 3.4507 -0.751 0.574 0.402
H 6.7889 4.4386 1.9221 -0.308 -0.183 -0.757
H 5.1668 6.3267 1.8622 -0.377 0.117 -0.533
H 3.8843 5.2884 2.5296 -0.068 -0.013 -0.150
H 2.3003 2.3027 -1.8224 0.153 0.115 0.106
H 1.6442 3.9110 -2.2320 0.347 0.170 0.020
H 1.2774 3.1780 -0.6679 0.010 -0.305 -0.237
C -5.3022 1.5128 -2.0639 -0.546 0.420 -0.466
C -3.7909 1.4998 -1.9287 -0.673 0.046 0.383
O -3.3366 2.8277 -1.4106 -2.900 -2.273 -1.955
C -2.1084 2.9610 -1.0816 1.214 0.739 1.890
O -1.2160 2.1645 -1.0500 0.658 -0.898 -0.699
O -2.0315 4.1892 -0.5835 -1.104 1.188 -0.211
C -0.9251 4.6120 0.1248 2.365 0.078 0.020
H -5.7216 0.5173 -2.2092 0.463 -0.334 0.360
H -5.6892 2.0184 -2.9486 0.308 0.548 0.058
H -5.7795 1.9411 -1.1825 0.069 0.025 0.013
H -3.3274 1.2390 -2.8802 0.355 0.327 0.198
H -3.6075 0.7054 -1.2052 0.787 0.336 0.143
H -0.2634 5.2179 -0.4941 -0.218 0.352 -0.354
H -0.2685 3.7728 0.3544 -0.379 -0.111 0.686
H -1.1680 5.2309 0.9885 -0.443 -0.438 -0.007
C -2.3791 -1.3582 6.5038 1.464 -0.891 0.305
C -2.8151 0.0217 6.0842 -1.217 0.093 0.999
O -3.6748 -0.0944 4.9395 0.016 0.293 -0.845
C -4.0725 1.0080 4.2741 0.714 2.141 2.138
O -4.0664 2.1645 4.7440 -0.134 -3.202 -1.764
O -4.4446 0.6129 3.0522 0.780 -2.111 3.080
C -4.9854 1.5152 2.2335 -0.864 2.832 -3.160
H -1.2894 -1.3474 6.5233 0.142 -0.364 -0.201
H -2.6928 -2.2200 5.9148 -0.101 0.440 -0.512
H -2.6356 -1.6541 7.5211 -0.387 0.488 0.085
H -1.9984 0.7263 5.9267 -0.074 -0.174 -0.376
H -3.3845 0.3707 6.9456 -0.263 0.670 -0.324
H -4.1850 2.0835 1.7598 0.112 0.153 -0.303
H -5.6433 2.2889 2.6293 -0.119 -0.389 0.700
H -5.5184 0.9858 1.4437 -0.033 -0.068 0.053
C -1.8217 -0.6197 0.9163 -0.248 1.419 1.340
C -1.1304 -1.6021 0.0634 1.320 -1.345 1.146
O -0.9931 -1.2261 -1.2577 -0.205 0.479 -2.156
C 0.0498 -0.5020 -1.6677 0.696 0.829 1.787
O 1.0264 -0.2059 -0.9918 -0.818 -0.439 -0.958
O -0.2134 -0.1579 -2.9005 -1.102 0.119 -0.695
C 0.4772 0.8096 -3.6654 1.198 -1.718 -1.220
H -1.4506 0.4032 0.8527 0.072 0.114 -1.015
H -1.5301 -0.7364 1.9600 -0.447 -0.901 0.227
H -2.9063 -0.5998 0.8100 0.008 -0.077 0.043
H -1.6324 -2.5691 0.0318 -0.277 0.019 0.051
H -0.1359 -1.8202 0.4527 0.113 0.127 0.258
H 0.2391 0.5173 -4.6881 -1.126 0.767 -0.138
H 1.4989 0.4531 -3.7961 0.770 0.901 1.115
H 0.2943 1.8588 -3.4335 0.084 -0.386 0.275
```
Forces are in eV/Å.

Summary:
net charge: 0
calculated total energy: -93620.1757 eV
Kohn-Sham gap: 7.99 eV
LUMO: -2.1 eV
SMILES: O=C1C=CC(=O)C=C1.O=C1C=CC(=O)C=C1.O=C1C=CC(=O)C=C1.O=C1C=CC(=O)C=C1.CCOC(=O)OC.CCOC(=O)OC.CCOC(=O)OC.CCOC(=O)OC.CCOC(=O)OC

---

2.
Molecular formula: C44H57AsF3N5RbS3SbSeSi
Method: DFT, the ωB97M-V functional and the def2-TZVPD basis

```
117
Properties=species:S:1:pos:R:3:forces:R:3
Rb -1.1710 0.3153 -0.0020 -0.256 -0.134 -0.102
C -3.7855 -1.3244 1.0603 0.065 -0.234 0.044
C -3.5169 -1.8959 -0.2004 0.068 -0.173 0.193
C -2.6562 -3.0056 -0.0050 -0.153 0.181 0.035
C -2.4133 -3.1295 1.3751 -0.128 0.109 -0.044
C -3.1016 -2.0880 2.0362 -0.089 0.046 -0.174
H -4.4365 -0.4806 1.2509 0.041 0.043 0.005
H -3.9592 -1.5935 -1.1409 0.067 0.033 -0.032
H -2.2912 -3.6700 -0.7775 0.020 0.019 -0.014
H -1.8241 -3.9033 1.8482 0.019 -0.008 0.010
H -3.1525 -1.9306 3.1067 -0.002 0.017 0.011
C -1.9292 2.3400 3.8599 -0.079 0.047 -0.049
C -2.8965 2.9843 2.9220 0.033 -0.114 -0.101
N -3.1736 2.5615 1.7274 -0.040 0.070 0.087
C -4.1179 3.3594 1.1135 0.126 -0.385 -0.374
C -4.5472 4.4132 1.8480 -0.157 0.211 0.029
S -3.7722 4.4123 3.3679 0.036 0.086 0.180
C -4.5701 3.0156 -0.2520 0.398 -0.131 0.302
C -5.5853 3.6038 -0.9335 -0.193 0.178 0.007
S -5.6951 2.9327 -2.4979 -0.140 0.038 -0.194
C -4.3722 1.8824 -2.1433 0.148 -0.110 0.019
N -3.8974 2.0377 -0.9478 -0.032 -0.039 -0.025
C -3.8547 0.8919 -3.1376 -0.010 0.050 0.099
H -1.6858 1.3472 3.4908 -0.017 -0.003 -0.012
H -2.3512 2.2590 4.8632 0.003 0.001 -0.014
H -1.0003 2.9107 3.9173 -0.010 0.022 -0.004
H -5.2581 5.1753 1.5721 0.016 -0.025 -0.002
H -6.2541 4.3808 -0.6006 0.024 -0.019 0.001
H -4.3460 0.9928 -4.1043 -0.030 0.029 0.011
H -4.0183 -0.1186 -2.7642 0.002 -0.007 -0.004
H -2.7797 1.0119 -3.2889 0.012 0.010 0.025
F 1.3293 -7.4586 4.5238 -0.004 0.044 -0.011
C 1.0762 -6.1653 4.1758 0.008 -0.084 0.012
C 1.1232 -5.8147 2.8426 -0.018 0.058 0.003
C 0.8584 -4.4939 2.5045 -0.027 0.005 0.053
C 0.5611 -3.5282 3.4718 -0.045 -0.044 -0.095
C 0.5200 -3.9382 4.8011 0.036 0.013 0.051
C 0.7769 -5.2591 5.1671 -0.032 0.096 -0.021
Sb 0.3235 -1.4899 2.7146 0.344 -0.264 0.066
C 2.4798 -1.2963 2.7917 0.091 0.046 0.069
C 3.2469 -1.5829 3.9212 -0.010 -0.030 -0.035
C 4.6361 -1.5626 3.8808 -0.082 -0.001 0.014
C 5.2469 -1.2695 2.6793 0.079 0.004 0.010
F 6.6082 -1.2630 2.6266 -0.033 -0.003 -0.009
C 4.5353 -0.9864 1.5360 -0.101 -0.009 0.009
C 3.1443 -0.9887 1.6060 -0.001 -0.019 0.015
C -0.0733 -0.6382 4.6465 -0.108 -0.025 0.142
C 0.7188 0.3709 5.1949 -0.031 0.012 -0.038
C 0.3862 0.9717 6.4041 0.028 -0.028 -0.059
C -0.7492 0.5443 7.0577 -0.020 0.023 0.053
F -1.0801 1.1290 8.2424 -0.009 -0.027 -0.026
C -1.5688 -0.4446 6.5557 0.037 -0.022 -0.086
C -1.2223 -1.0284 5.3400 0.081 0.080 0.041
H 1.3515 -6.5624 2.0941 -0.002 0.010 0.004
H 0.8761 -4.2207 1.4532 -0.011 0.027 0.028
H 0.2916 -3.2239 5.5865 0.010 -0.015 -0.058
H 0.7461 -5.5815 6.2002 -0.001 0.006 -0.004
H 2.7591 -1.8420 4.8554 -0.012 0.019 -0.010
H 5.2394 -1.7789 4.7533 -0.009 0.001 -0.004
H 5.0567 -0.7729 0.6122 -0.031 -0.027 0.032
H 2.5754 -0.7433 0.7135 -0.001 -0.037 0.029
H 1.5946 0.7279 4.6655 -0.011 -0.029 0.013
H 0.9868 1.7695 6.8209 0.001 -0.001 -0.009
H -2.4586 -0.7373 7.0980 0.006 -0.005 -0.010
H -1.8721 -1.7928 4.9286 0.015 -0.010 -0.004
C -1.1276 3.3724 -3.7527 -0.031 0.022 0.004
As -1.0110 3.3519 -1.7951 0.267 -0.059 -0.064
C -1.9762 5.0330 -1.4979 -0.040 0.041 0.006
C 0.8070 4.0795 -1.6763 -0.012 0.006 -0.015
H -0.6413 4.2679 -4.1447 -0.022 0.012 -0.033
H -2.1778 3.3761 -4.0517 0.009 -0.004 -0.006
H -0.6540 2.4798 -4.1664 0.000 0.001 0.011
H -1.5187 5.8290 -2.0882 -0.040 0.037 0.006
H -1.9511 5.2989 -0.4407 0.011 0.000 0.001
H -3.0183 4.9086 -1.7985 0.010 0.004 0.008
H 0.8647 5.0572 -2.1588 0.016 0.006 -0.006
H 1.4760 3.3838 -2.1832 -0.005 -0.007 -0.006
H 1.1150 4.1587 -0.6337 -0.017 0.021 0.006
C 6.2145 0.5710 -1.8150 0.065 -0.047 0.004
C 5.0401 1.2900 -2.4675 -0.051 0.025 -0.079
N 3.7927 0.5506 -2.4523 -0.115 0.057 0.029
C 3.5896 -0.4493 -3.4942 0.038 0.065 -0.001
C 3.7592 -1.8803 -3.0039 0.039 -0.077 0.031
C 2.8053 0.7807 -1.5192 -0.070 -0.159 0.152
C 3.1326 1.7439 -0.4055 -0.020 0.015 -0.001
N 1.6545 0.2069 -1.4837 0.109 0.048 0.014
H 7.1206 1.1771 -1.8944 0.002 -0.011 0.000
H 6.4058 -0.3905 -2.2959 -0.017 0.029 0.013
H 6.0235 0.3899 -0.7566 0.022 0.031 -0.054
H 5.2827 1.4983 -3.5136 0.022 0.023 -0.007
H 4.8958 2.2573 -1.9920 0.002 -0.002 0.019
H 4.2987 -0.2289 -4.2947 0.054 -0.052 0.020
H 2.6029 -0.3322 -3.9411 -0.094 0.018 0.004
H 4.7747 -2.0674 -2.6440 -0.040 0.011 -0.013
H 3.5384 -2.5794 -3.8124 -0.013 0.009 0.011
H 3.0676 -2.0883 -2.1855 0.024 -0.015 -0.016
H 3.2995 2.7575 -0.7708 -0.022 0.016 -0.012
H 4.0284 1.4343 0.1379 -0.013 0.036 -0.028
H 2.2967 1.7562 0.2892 0.044 0.006 -0.042
H 1.4925 -0.4418 -2.2529 0.004 0.125 -0.122
C -0.7181 -3.2559 -6.7546 0.069 -0.093 -0.026
Si -1.3549 -1.5863 -6.1313 0.086 -0.013 -0.008
C -2.0455 -0.6964 -7.6545 -0.026 0.059 -0.086
C -2.8659 -2.0036 -5.0843 -0.117 -0.031 0.051
Se 0.1957 -0.4175 -5.0917 -0.112 0.093 0.079
H -1.3677 -3.6756 -7.5321 0.014 0.006 0.045
H -0.6728 -3.9697 -5.9264 0.037 0.033 -0.029
H 0.2918 -3.1479 -7.1574 -0.040 -0.021 -0.022
H -2.5930 -1.3786 -8.3162 0.005 0.032 0.044
H -1.2313 -0.2357 -8.2193 -0.034 -0.027 -0.017
H -2.7283 0.1011 -7.3450 0.052 0.001 -0.019
H -3.4758 -2.7789 -5.5638 0.014 0.040 0.018
H -3.4936 -1.1190 -4.9495 0.023 -0.051 0.011
H -2.5697 -2.3605 -4.0947 -0.017 0.007 -0.028
S 1.9227 3.5968 3.1817 -0.147 -0.303 -0.138
C 1.1730 2.2808 2.5099 0.098 0.363 0.205
N 0.6190 1.3575 2.0563 0.104 0.100 0.003
```
Forces are in eV/Å.

Summary:
net charge: -2
calculated total energy: -235921.7850 eV
Kohn-Sham gap: 5.20 eV
LUMO: 3.3 eV